ORCA calculation (ωB97M-V with the def2-TZVPD basis set) on a 5-piece molecular cluster, C33H44Br8ClNO4 overall.

Its charge is 0. Its LUMO energy is -0.4 eV. The calculation puts the largest force on an atom at 2.5 eV/A. The HOMO energy comes out at -8.9 eV. As for the HOMO-LUMO gap: 8.5 eV. The SMILES is CCOCCCCCc1c(CNC)cc2c(c1CC(=O)Cl)C(=O)c1ccccc1C2=O.BrCCBr.BrCCBr.BrCCBr.BrCCBr.

CARTESIAN COORDINATES (ANGSTROEM)
C 7.58751 1.92780 -0.88981
C 6.14911 1.76410 -0.34683
O 5.32643 2.87214 -0.67278
C 3.96938 2.49204 -0.87374
C 2.97001 3.59275 -0.39484
C 1.91722 2.89954 0.49826
C 0.96192 3.88085 1.24361
C 0.39790 3.26917 2.58951
C -0.83736 2.38380 2.43596
C -2.08948 3.03169 2.38916
C -2.25811 4.55357 2.45269
N -3.26557 4.93073 3.45056
C -2.90790 6.15964 4.17295
C -3.28449 2.29805 2.25070
C -3.18445 0.92105 2.15899
C -1.94844 0.25032 2.21361
C -0.75584 0.96972 2.34922
C 0.56387 0.21351 2.36623
C 1.39122 0.41133 3.63367
O 0.99851 0.73598 4.70565
Cl 3.19334 0.15738 3.44780
C -2.03804 -1.26679 2.11744
O -1.39761 -2.04025 2.79863
C -3.05727 -1.77993 1.10994
C -2.82697 -2.85933 0.26946
C -3.85677 -3.19619 -0.65068
C -5.05229 -2.49758 -0.73429
C -5.28940 -1.41722 0.13960
C -4.28775 -1.09052 1.02858
C -4.46102 0.09897 1.96525
O -5.51023 0.38610 2.49433
H 7.82703 2.99234 -1.03395
H 8.31175 1.52470 -0.15783
H 7.74384 1.35124 -1.81524
H 5.76223 0.80740 -0.74724
H 6.18975 1.62391 0.75446
H 3.79036 1.55997 -0.29624
H 3.80707 2.21743 -1.93687
H 2.48255 3.99533 -1.30088
H 3.53432 4.37695 0.13372
H 1.31784 2.22681 -0.16630
H 2.43272 2.25253 1.23138
H 0.14393 4.14995 0.55097
H 1.54061 4.78034 1.52489
H 1.24651 2.75267 3.06138
H 0.18959 4.14404 3.22582
H -1.30839 5.10261 2.55458
H -2.66927 4.85074 1.46313
H -3.43996 4.17321 4.10153
H -3.53506 6.24072 5.07163
H -2.98630 7.05566 3.53781
H -1.84878 6.05906 4.50172
H -4.27207 2.76055 2.21143
H 0.44870 -0.87000 2.21147
H 1.16980 0.56521 1.51489
H -1.88381 -3.37945 0.31502
H -3.72177 -4.02056 -1.35529
H -5.80374 -2.77152 -1.47623
H -6.20843 -0.82598 0.13493
Br 6.10161 0.18272 -3.72191
C 6.31801 1.58408 -5.05928
C 7.71508 1.60588 -5.62300
Br 8.97767 2.42113 -4.38825
H 6.03340 2.51871 -4.58393
H 5.59838 1.34295 -5.83971
H 7.75424 2.22481 -6.51754
H 8.09535 0.61515 -5.85391
Br 0.22153 0.66443 -1.30058
C 1.31407 -0.93165 -1.54749
C 1.16698 -1.49592 -2.93790
Br -0.50880 -2.45774 -3.15064
H 1.02931 -1.63198 -0.76638
H 2.33961 -0.60229 -1.38003
H 1.94442 -2.23237 -3.13400
H 1.19166 -0.73242 -3.70980
Br -4.50512 -4.68320 -3.90827
C -6.18674 -5.64916 -4.07849
C -6.98270 -5.59732 -2.80129
Br -6.26156 -6.81275 -1.46410
H -5.93946 -6.66087 -4.38609
H -6.72261 -5.14915 -4.88351
H -8.00340 -5.93430 -2.97319
H -7.00184 -4.60919 -2.35152
Br -2.68066 -5.53239 0.32024
C -2.04771 -6.99445 1.44740
C -0.63799 -7.39275 1.09767
Br -0.58192 -8.45313 -0.53422
H -2.75859 -7.80916 1.34022
H -2.09436 -6.60721 2.46398
H -0.21837 -8.03580 1.86938
H 0.01857 -6.54125 0.94377

These are the Löwdin partial charges, in e, on atoms 1 to 8: -0.10 -0.30 -0.15 -0.23 -0.15 -0.27 -0.15 -0.12



ORCA calculation (ωB97M-V with the def2-TZVPD basis set) on C33H45BFN12O3STi as an isolated structure.

Its charge is +1. Its LUMO energy (alpha / beta) is -3.3 / -3.5 eV. The calculation puts the largest force on an atom at 5.2 eV/A. The HOMO energy (alpha / beta) comes out at -7.9 / -7.1 eV. As for the HOMO-LUMO gap (alpha / beta): 4.7 / 3.6 eV. The value obtained for the energy relative to the best compared isomer or geometry (same formula, charge and spin) is 405.2 kJ/mol.

CARTESIAN COORDINATES (ANGSTROEM)
Ti -1.42171 0.83423 -1.21222
C -4.61681 -0.22487 -2.73642
C -4.24941 1.21493 -2.62692
C -5.10531 2.30643 -2.79682
C -4.29661 3.42603 -2.71442
C -4.68311 4.85943 -2.76172
N -3.03671 3.00003 -2.53102
N -3.00091 1.65543 -2.43732
B -1.75841 3.82863 -2.34532
N -1.59521 3.92553 -0.82152
N -2.41841 3.17703 -0.05842
C -2.47481 3.76033 1.14208
C -3.36451 3.26103 2.22688
C -1.62021 4.86513 1.17238
C -1.06721 4.93353 -0.09502
C -0.04931 5.86843 -0.63682
N -0.62191 3.05313 -3.02272
N -0.20301 1.85203 -2.57582
C 0.71739 1.40473 -3.43742
C 1.43769 0.10533 -3.30312
C 0.89569 2.34663 -4.45112
C 0.02229 3.37873 -4.15642
C -0.23051 4.61743 -4.93332
H -5.05221 -0.40057 -3.72002
H -3.73271 -0.85067 -2.63742
H -5.35441 -0.50257 -1.98292
H -6.16471 2.28203 -2.95902
H -5.76611 4.93793 -2.78062
H -4.31011 5.38533 -1.88482
H -4.27481 5.34693 -3.64462
H -1.85241 4.90763 -2.81842
H -4.06131 2.52683 1.83268
H -2.79031 2.80883 3.03468
H -3.93671 4.08893 2.63988
H -1.43751 5.51843 2.00008
H 0.47639 6.34793 0.18418
H 0.67039 5.32143 -1.24242
H -0.51641 6.63473 -1.25472
H 0.82759 -0.71687 -3.68672
H 2.36159 0.14793 -3.87862
H 1.67459 -0.09137 -2.25742
H 1.56259 2.27693 -5.28622
H 0.37859 4.60203 -5.83202
H -1.27911 4.67903 -5.21542
H 0.00809 5.50493 -4.35122
N -2.70041 -1.02597 0.70038
N -2.73851 0.19613 -0.04422
C -0.54441 1.80483 0.82368
N -0.95581 1.26753 1.96148
S 0.80059 2.70353 0.64638
H -3.61171 -1.49407 0.66258
H -2.03861 -1.65127 0.23168
H -3.54021 0.73633 0.27958
H -1.74521 0.63443 1.94138
H -0.42351 1.36543 2.82108
F 2.66709 -0.46947 3.84998
C 2.31549 -1.33397 2.85758
C 1.61519 -0.84387 1.77838
C 1.21869 -1.70857 0.73768
C 0.37479 -1.26537 -0.32392
O -0.00011 -0.02527 -0.41682
C -0.08531 -2.25617 -1.24942
C 0.46579 -3.49847 -1.23372
N 1.40829 -3.87377 -0.30942
C 2.24529 -4.98837 -0.62962
C 3.04109 -4.88507 -1.89982
C 3.73739 -4.84317 -0.57552
C 1.67009 -3.05357 0.77488
C 2.34599 -3.52437 1.88548
C 2.64899 -2.67577 2.97018
N 3.23989 -3.26627 4.11628
C 3.09189 -2.63157 5.40908
C 3.36469 -3.72787 6.46608
N 3.35609 -5.02227 5.74188
C 4.55769 -5.12697 4.87818
C 4.55859 -3.85547 3.99348
C -1.15471 -1.91287 -2.26282
O -1.59931 -2.79817 -2.97612
O -1.54621 -0.68817 -2.29662
H 1.38959 0.20603 1.70878
H 0.17689 -4.23447 -1.96722
H 1.81889 -5.95037 -0.36552
H 2.96529 -3.95497 -2.44372
H 3.14369 -5.75287 -2.53092
H 4.16129 -3.90637 -0.24702
H 4.31429 -5.70437 -0.27532
H 2.66679 -4.55327 1.93148
H 2.07449 -2.24947 5.49748
H 3.78059 -1.78997 5.55918
H 2.59799 -3.72757 7.23998
H 4.33929 -3.59647 6.93728
H 2.56479 -4.94497 5.07408
H 3.25109 -5.82447 6.36658
H 4.48149 -6.03407 4.27798
H 5.45049 -5.19017 5.50008
H 4.75369 -4.09917 2.95048
H 5.33969 -3.15977 4.33058

These are the Löwdin partial charges, in e, on atoms 1 to 8: 1.03 -0.02 -0.31 0.03 -0.26 -0.01 0.01 0.01



In order of appearance, total energy = -22691.8352; -3539.5182 Ha.